{"formula": "C17H23BrCuNO3PS", "method": "wB97M-V/def2-TZVPD", "species": ["Cu", "S", "C", "C", "C", "C", "C", "N", "H", "H", "H", "H", "C", "C", "O", "P", "O", "C", "C", "O", "C", "C", "H", "H", "H", "H", "H", "H", "H", "H", "H", "H", "H", "H", "H", "H", "H", "Br", "C", "C", "C", "C", "C", "C", "H", "H", "H", "H"], "positions_angstrom": [[-1.009, 1.953, -1.177], [-2.910, 0.315, -1.080], [-3.072, 1.234, 0.333], [-4.023, 0.999, 1.343], [-3.992, 1.765, 2.478], [-3.022, 2.764, 2.608], [-2.157, 2.977, 1.554], [-2.177, 2.245, 0.450], [-4.750, 0.217, 1.196], [-4.710, 1.609, 3.273], [-2.956, 3.367, 3.499], [-1.415, 3.765, 1.591], [-1.495, -4.763, 0.291], [-0.346, -4.212, -0.546], [0.136, -3.012, -0.005], [-0.339, -1.567, -0.762], [0.062, -0.636, 0.507], [-0.768, -0.646, 1.650], [-0.043, -1.270, 2.831], [0.935, -1.268, -1.692], [2.278, -1.236, -1.230], [3.045, -2.423, -1.798], [-1.848, -5.709, -0.115], [-2.313, -4.047, 0.286], [-1.172, -4.916, 1.320], [-0.680, -4.057, -1.578], [0.488, -4.924, -0.560], [-1.694, -1.195, 1.451], [-1.025, 0.392, 1.879], [0.233, -2.293, 2.593], [-0.696, -1.269, 3.700], [0.857, -0.703, 3.054], [2.302, -1.258, -0.139], [2.701, -0.289, -1.578], [2.564, -3.346, -1.478], [4.076, -2.407, -1.446], [3.036, -2.383, -2.885], [5.090, 4.525, -1.949], [3.332, 3.723, -1.866], [3.064, 2.801, -0.878], [1.786, 2.274, -0.797], [0.747, 2.600, -1.690], [1.113, 3.515, -2.691], [2.372, 4.091, -2.782], [3.831, 2.516, -0.170], [1.586, 1.565, -0.002], [0.385, 3.801, -3.442], [2.593, 4.819, -3.551]], "e_above_lowest_kj_mol": 20.9, "e_lumo_ha": 0.104, "charge": -1, "gap_ev": 6.897}

***

{"formula": "C17H23Cl2GaGeNO2", "method": "wB97M-V/def2-TZVPD", "species": ["Ga", "Cl", "C", "C", "C", "Cl", "C", "C", "C", "C", "N", "C", "C", "O", "H", "H", "H", "H", "C", "Ge", "C", "C", "C", "H", "H", "H", "H", "H", "H", "H", "H", "H", "H", "C", "C", "C", "C", "O", "H", "H", "H", "H", "H", "H", "H", "H", "H"], "positions_angstrom": [[-0.170, 0.455, 0.505], [-3.095, 2.879, -2.771], [-3.220, 1.227, -2.255], [-4.231, 0.422, -2.807], [-4.374, -0.887, -2.448], [-5.647, -1.847, -3.160], [-3.496, -1.470, -1.504], [-3.528, -2.806, -1.050], [-2.614, -3.234, -0.125], [-1.647, -2.334, 0.358], [-1.597, -1.099, -0.065], [-2.491, -0.646, -0.966], [-2.317, 0.743, -1.318], [-1.363, 1.416, -0.778], [-4.904, 0.859, -3.532], [-4.281, -3.478, -1.437], [-2.626, -4.252, 0.239], [-0.911, -2.613, 1.104], [2.891, -0.380, 2.658], [1.507, 0.890, 3.264], [2.380, 2.676, 3.135], [1.293, 0.619, 5.217], [-0.117, 0.642, 2.347], [3.867, -0.146, 3.091], [2.963, -0.346, 1.569], [2.614, -1.397, 2.944], [3.299, 2.730, 3.726], [1.693, 3.451, 3.483], [2.622, 2.887, 2.091], [2.238, 0.769, 5.746], [0.933, -0.391, 5.419], [0.562, 1.326, 5.616], [-1.002, 1.062, 2.824], [0.622, -0.506, -2.803], [1.634, 0.114, -1.834], [2.987, -0.574, -2.019], [1.772, 1.612, -2.120], [1.263, -0.095, -0.500], [0.985, -0.457, -3.833], [-0.330, 0.024, -2.761], [0.453, -1.554, -2.543], [3.361, -0.458, -3.040], [2.890, -1.638, -1.796], [3.713, -0.147, -1.325], [2.129, 1.797, -3.138], [2.483, 2.048, -1.415], [0.808, 2.107, -1.990]], "e_above_lowest_kj_mol": 0.0, "e_lumo_ha": 0.083, "charge": -1, "gap_ev": 5.173}

***

{"formula": "C17H23Cl5NO2P2Yb", "method": "wB97M-V/def2-TZVPD", "species": ["Yb", "P", "C", "C", "N", "C", "C", "C", "C", "C", "P", "H", "H", "H", "H", "H", "H", "H", "H", "O", "H", "H", "O", "H", "C", "H", "H", "H", "C", "H", "H", "H", "C", "H", "H", "H", "C", "H", "H", "H", "Cl", "C", "C", "C", "Cl", "C", "Cl", "C", "Cl", "C", "Cl"], "positions_angstrom": [[-1.141, 0.420, -0.305], [0.309, 2.190, 1.262], [2.065, 1.582, 1.293], [2.306, 0.277, 0.569], [1.337, -0.349, -0.143], [1.659, -1.578, -0.644], [2.869, -2.232, -0.336], [3.848, -1.555, 0.346], [3.579, -0.277, 0.770], [0.580, -2.410, -1.333], [-0.587, -1.442, -2.386], [4.306, 0.242, 1.391], [2.997, -3.280, -0.671], [4.814, -2.056, 0.576], [1.054, -3.237, -1.904], [0.002, -2.845, -0.494], [2.782, 2.345, 1.021], [2.363, 1.398, 2.335], [2.577, 3.365, -2.563], [3.441, 3.624, -2.889], [3.994, 3.043, -2.317], [-2.225, 2.655, -3.606], [-2.117, 2.010, -2.852], [-1.147, 1.906, -2.762], [0.486, -1.191, -3.836], [0.929, -2.120, -4.188], [-0.086, -0.764, -4.660], [1.296, -0.509, -3.585], [-1.598, -2.840, -3.049], [-2.407, -2.405, -3.656], [-1.021, -3.522, -3.696], [-2.059, -3.433, -2.240], [0.095, 2.045, 3.050], [0.799, 2.708, 3.600], [-0.923, 2.339, 3.357], [0.282, 1.009, 3.393], [0.543, 3.994, 1.178], [-0.448, 4.464, 1.129], [1.050, 4.405, 2.061], [1.108, 4.282, 0.284], [-3.738, 1.124, 0.011], [-3.426, -0.119, 1.221], [-2.215, -0.746, 1.334], [-1.954, -1.658, 2.330], [-0.406, -2.340, 2.509], [-2.986, -2.011, 3.222], [-2.718, -3.155, 4.436], [-4.268, -1.416, 3.123], [-5.536, -1.817, 4.219], [-4.475, -0.450, 2.114], [-5.989, 0.330, 1.980]], "e_lumo_ha": [-0.253, -0.287], "charge": 2, "gap_ev": [7.395, 6.473], "s_squared": 0.75, "multiplicity": 2}

***

{"formula": "C17H23CrF6IN3O8S3Sb", "method": "wB97M-V/def2-TZVPD", "species": ["Cr", "F", "C", "F", "F", "S", "O", "O", "N", "S", "O", "O", "C", "F", "F", "F", "O", "S", "O", "N", "C", "O", "C", "C", "C", "C", "C", "C", "H", "H", "H", "H", "C", "C", "Sb", "C", "C", "C", "C", "H", "H", "H", "H", "H", "H", "H", "H", "H", "H", "H", "H", "H", "H", "H", "N", "C", "O", "C", "I", "H", "H", "H", "H"], "positions_angstrom": [[0.680, 0.467, 0.842], [4.870, -0.454, 2.880], [3.998, -0.917, 3.763], [4.450, -0.682, 4.989], [3.857, -2.229, 3.587], [2.343, -0.128, 3.567], [1.875, -0.603, 2.262], [1.582, -0.526, 4.705], [2.749, 1.388, 3.577], [2.265, 2.494, 2.608], [0.929, 2.207, 2.062], [2.501, 3.799, 3.118], [3.394, 2.411, 1.128], [3.714, 1.151, 0.823], [4.500, 3.090, 1.373], [2.774, 2.942, 0.070], [-2.330, -2.141, -3.041], [-1.884, -2.624, -1.765], [-2.847, -3.187, -0.860], [-1.036, -1.447, -1.002], [0.240, -1.739, -0.941], [1.120, -0.965, -0.461], [0.614, -3.076, -1.495], [1.847, -3.700, -1.502], [1.913, -4.989, -2.016], [0.772, -5.630, -2.494], [-0.468, -5.000, -2.479], [-0.509, -3.716, -1.978], [2.719, -3.194, -1.111], [2.862, -5.508, -2.040], [0.852, -6.637, -2.878], [-1.357, -5.495, -2.841], [-0.029, 4.618, -0.551], [-1.300, 3.794, -0.690], [-0.969, 1.696, -0.881], [-2.963, 1.025, -1.186], [-3.974, 2.102, -1.555], [-0.173, 1.575, -2.851], [-0.798, 2.535, -3.854], [-0.260, 5.683, -0.499], [0.641, 4.475, -1.403], [0.526, 4.357, 0.351], [-1.871, 4.098, -1.569], [-1.953, 3.928, 0.173], [-3.256, 0.507, -0.271], [-2.886, 0.258, -1.957], [-4.086, 2.851, -0.770], [-4.956, 1.656, -1.719], [-3.703, 2.629, -2.470], [-0.323, 0.536, -3.153], [0.906, 1.723, -2.770], [-1.867, 2.354, -3.975], [-0.341, 2.422, -4.838], [-0.672, 3.577, -3.557], [-1.714, -1.075, 4.375], [-1.428, -0.895, 3.070], [-0.782, 0.081, 2.691], [-1.954, -1.931, 2.116], [-0.637, -3.617, 2.064], [-1.189, -0.517, 5.031], [-2.071, -1.960, 4.692], [-1.975, -1.539, 1.107], [-2.931, -2.310, 2.400]], "e_above_lowest_kj_mol": 39.2, "e_lumo_ha": [-0.001, -0.002], "gap_ev": [9.050, 9.287], "s_squared": 6.02, "multiplicity": 5}

***

{"formula": "C17H23F13N3O2", "method": "wB97M-V/def2-TZVPD", "species": ["F", "C", "F", "F", "C", "F", "F", "C", "F", "F", "C", "F", "F", "C", "F", "F", "C", "F", "F", "C", "C", "N", "C", "N", "C", "C", "N", "H", "H", "H", "H", "H", "H", "H", "H", "H", "H", "H", "C", "C", "O", "C", "H", "H", "H", "H", "H", "H", "C", "C", "O", "C", "H", "H", "H", "H", "H", "H"], "positions_angstrom": [[-2.227, 5.158, -0.829], [-3.491, 4.818, -0.635], [-4.248, 5.479, -1.479], [-3.837, 5.157, 0.603], [-3.654, 3.271, -0.862], [-4.174, 3.084, -2.087], [-2.440, 2.660, -0.848], [-4.615, 2.554, 0.130], [-4.889, 1.340, -0.384], [-5.759, 3.262, 0.154], [-4.066, 2.416, 1.605], [-2.813, 2.962, 1.680], [-4.857, 3.096, 2.432], [-3.941, 0.953, 2.099], [-5.180, 0.443, 2.201], [-3.237, 0.231, 1.184], [-3.197, 0.787, 3.460], [-3.602, 1.744, 4.328], [-3.614, -0.418, 3.958], [-1.665, 0.781, 3.381], [-1.043, -0.618, 3.214], [0.249, -0.540, 2.502], [0.414, -0.176, 1.269], [1.671, 0.285, 0.824], [1.726, -0.340, -0.523], [0.253, -0.459, -0.988], [-0.565, -0.252, 0.279], [-1.293, 1.466, 2.622], [-1.340, 1.189, 4.342], [-1.702, -1.295, 2.665], [-0.828, -1.058, 4.186], [1.087, -0.832, 2.993], [1.432, 1.272, 0.669], [2.051, -1.366, -0.364], [2.369, 0.197, -1.214], [0.009, -1.462, -1.322], [-0.106, 0.212, -1.767], [-1.025, 0.656, 0.213], [2.372, -3.906, -4.145], [1.594, -2.637, -3.931], [1.729, -1.974, -2.922], [0.641, -2.227, -5.023], [3.019, -4.090, -3.291], [1.688, -4.747, -4.268], [2.980, -3.822, -5.047], [-0.107, -3.006, -5.178], [1.185, -2.082, -5.957], [0.143, -1.298, -4.753], [5.342, -0.494, 0.844], [5.127, -1.960, 0.560], [4.047, -2.488, 0.709], [6.324, -2.740, 0.082], [4.410, -0.045, 1.182], [6.102, -0.371, 1.617], [5.685, 0.015, -0.058], [7.120, -2.699, 0.828], [6.702, -2.313, -0.849], [6.043, -3.776, -0.086]], "e_above_lowest_kj_mol": 25.4, "e_lumo_ha": -0.136, "charge": 1, "gap_ev": 8.348}

***

{"formula": "C17H23N3O3S", "method": "wB97M-V/def2-TZVPD", "species": ["C", "C", "H", "H", "O", "C", "O", "C", "H", "H", "S", "C", "N", "C", "C", "C", "C", "C", "C", "N", "C", "H", "H", "C", "O", "N", "H", "C", "C", "H", "H", "H", "C", "H", "H", "H", "C", "H", "H", "H", "H", "H", "H", "H", "H", "H", "H"], "positions_angstrom": [[1.013, -2.737, -2.783], [1.466, -1.315, -3.080], [2.172, -0.957, -2.328], [1.914, -1.246, -4.076], [0.352, -0.422, -3.009], [-0.341, -0.206, -4.121], [-0.033, -0.586, -5.219], [-1.591, 0.597, -3.824], [-1.347, 1.623, -3.543], [-2.265, 0.570, -4.678], [-2.431, -0.121, -2.381], [-1.890, 1.005, -1.174], [-1.426, 2.197, -1.426], [-1.200, 2.765, -0.199], [-0.711, 4.022, 0.130], [-0.604, 4.338, 1.469], [-0.986, 3.441, 2.466], [-1.476, 2.185, 2.160], [-1.564, 1.850, 0.818], [-2.002, 0.720, 0.160], [-2.244, -0.580, 0.725], [-2.895, -1.148, 0.057], [-2.729, -0.470, 1.699], [-0.914, -1.356, 0.881], [-0.709, -2.396, 0.295], [-0.058, -0.746, 1.716], [-0.314, 0.158, 2.083], [1.310, -1.179, 2.016], [2.136, -1.180, 0.729], [2.113, -0.194, 0.267], [3.168, -1.443, 0.944], [1.726, -1.905, 0.033], [1.272, -2.581, 2.629], [0.693, -2.577, 3.549], [2.281, -2.918, 2.851], [0.814, -3.275, 1.931], [1.881, -0.174, 3.016], [2.897, -0.451, 3.281], [1.899, 0.826, 2.586], [1.283, -0.156, 3.925], [-1.799, 1.512, 2.943], [-0.901, 3.735, 3.502], [-0.227, 5.308, 1.758], [-0.434, 4.721, -0.643], [0.366, -3.095, -3.580], [1.878, -3.390, -2.711], [0.458, -2.769, -1.847]], "e_above_lowest_kj_mol": 54.2, "smiles": "CCOC(=O)CSc1nc2ccccc2n1CC(=O)NC(C)(C)C", "e_lumo_ha": 0.022, "gap_ev": 8.844}

***

{"formula": "C17H23N3OS", "method": "wB97M-V/def2-TZVPD", "species": ["C", "N", "C", "C", "C", "C", "C", "C", "H", "H", "C", "N", "C", "H", "H", "H", "C", "H", "H", "H", "C", "N", "C", "O", "C", "C", "C", "C", "S", "H", "H", "H", "H", "H", "H", "H", "H", "H", "C", "H", "H", "H", "H", "H", "H"], "positions_angstrom": [[3.491, 0.434, -2.685], [3.493, 0.140, -1.273], [2.329, -0.273, -0.662], [2.319, -0.712, 0.669], [1.142, -1.068, 1.292], [-0.080, -1.020, 0.633], [-0.074, -0.607, -0.693], [1.096, -0.240, -1.327], [1.034, 0.072, -2.356], [-0.992, -0.557, -1.259], [-1.336, -1.412, 1.379], [-1.548, -2.852, 1.301], [-2.541, -3.351, 2.225], [-2.352, -2.946, 3.218], [-3.574, -3.107, 1.934], [-2.452, -4.437, 2.273], [-1.750, -3.378, -0.031], [-1.667, -4.464, 0.015], [-0.971, -3.000, -0.689], [-2.733, -3.128, -0.456], [-2.554, -0.555, 0.953], [-2.212, 0.845, 0.947], [-2.295, 1.607, -0.168], [-2.853, 1.241, -1.188], [-1.681, 2.941, -0.065], [-1.762, 3.927, -1.009], [-1.052, 5.091, -0.655], [-0.433, 4.977, 0.549], [-0.703, 3.447, 1.277], [0.172, 5.700, 1.060], [-1.003, 5.973, -1.268], [-2.320, 3.802, -1.918], [-1.682, 1.185, 1.735], [-2.888, -0.803, -0.056], [-3.383, -0.727, 1.649], [-1.155, -1.205, 2.444], [1.174, -1.399, 2.321], [3.235, -0.772, 1.233], [4.761, -0.180, -0.662], [5.568, 0.149, -1.313], [4.867, 0.342, 0.292], [4.877, -1.256, -0.487], [2.768, 1.222, -2.903], [3.249, -0.444, -3.297], [4.474, 0.797, -2.977]], "e_above_lowest_kj_mol": 205.3, "smiles": "CN(C)c1ccc([C@@H](CNC(=O)c2cccs2)N(C)C)cc1", "e_lumo_ha": 0.023, "gap_ev": 8.108}

***

{"formula": "C17H23NO3S2", "method": "wB97M-V/def2-TZVPD", "species": ["C", "C", "C", "C", "C", "C", "C", "C", "C", "C", "S", "C", "S", "N", "C", "C", "C", "C", "C", "O", "O", "C", "O", "H", "H", "H", "H", "H", "H", "H", "H", "H", "H", "H", "H", "H", "H", "H", "H", "H", "H", "H", "H", "H", "H", "H"], "positions_angstrom": [[-0.203, -3.354, -1.687], [-1.170, -2.648, -1.604], [-2.344, -1.783, -1.485], [-2.235, -0.934, -0.213], [-2.580, -1.733, 1.060], [-2.449, -0.850, 2.247], [-1.418, -0.632, 3.069], [-0.065, -1.270, 3.134], [0.871, -0.834, 2.005], [1.212, 0.675, 2.032], [0.608, 1.507, 0.539], [2.089, 1.715, -0.445], [3.518, 2.036, 0.294], [1.975, 1.617, -1.826], [2.996, 0.701, -2.404], [4.167, 1.442, -3.049], [0.627, 1.341, -2.374], [-0.340, 2.508, -2.249], [-1.851, 0.417, 4.038], [-1.293, 0.820, 5.006], [-3.113, 0.869, 3.669], [-3.582, 0.014, 2.701], [-4.714, -0.033, 2.340], [0.701, -3.910, -1.611], [-3.255, -2.385, -1.455], [-2.416, -1.136, -2.361], [-1.220, -0.543, -0.139], [-2.901, -0.069, -0.250], [-1.982, -2.640, 1.155], [-3.627, -2.032, 0.961], [-0.185, -2.354, 3.104], [0.383, -0.978, 4.086], [1.808, -1.383, 2.133], [0.488, -1.128, 1.030], [2.281, 0.834, 2.125], [0.722, 1.162, 2.877], [3.391, 0.034, -1.637], [2.518, 0.068, -3.151], [4.727, 0.784, -3.714], [3.823, 2.327, -3.584], [4.845, 1.785, -2.268], [0.222, 0.410, -1.961], [0.775, 1.168, -3.441], [-1.193, 2.313, -2.901], [-0.741, 2.641, -1.245], [0.128, 3.443, -2.554]], "smiles": "C#CCCCC1=C(CCCSC(=S)N(CC)CC)C(=O)OC1=O", "e_lumo_ha": -0.025, "gap_ev": 7.810}